{
  "formula": "C3H8ClNO",
  "method": "wB97M-V/def2-TZVPD",
  "species": ["C", "C", "C", "N", "O", "Cl", "H", "H", "H", "H", "H", "H", "H", "H"],
  "coordinates": [[0.99050, 1.23397, -0.66889], [0.98548, -0.53561, 0.92408], [-1.59640, -0.35084, -0.63758], [0.60927, -0.13611, -0.38802], [-1.73609, -1.63600, -0.26324], [-2.06652, 0.90880, 0.45476], [0.96842, 1.39828, -1.64402], [0.23526, 1.90287, -0.24681], [1.99112, 1.54776, -0.26084], [0.71155, 0.12841, 1.73254], [0.47494, -1.43105, 1.07903], [2.09654, -0.94815, 0.95250], [-1.78296, -0.35680, -1.77106], [-1.88112, -1.72554, 0.73755]],
  "nbo_charge": [-0.435, -0.455, 0.204, -0.466, -0.665, 0.008, 0.185, 0.161, 0.188, 0.160, 0.187, 0.207, 0.225, 0.496],
  "homo_energy_ev": [-7.62, -7.60],
  "spin_multiplicity": 1,
  "max_force_ha_per_bohr": 0.0891,
  "e_above_lowest_kcal_mol": 105.3,
  "energy_ev": -19296.794,
  "lumo_ev": [0.609, 0.606]
}